1.
Below is a molecular structure, C4H9N3O in a non-equilibrium geometry, with properties calculated with ωB97M-V/def2-TZVPD.

Atoms and positions in Å:
1 H -3.8548 -0.0021 0.3240
2 C -2.8662 0.3400 0.0221
3 H 2.6590 1.2544 -0.4774
4 N -0.6501 -0.6820 -0.3500
5 O 2.3714 1.1181 0.4440
6 N 1.4334 0.0691 0.4362
7 H -2.9583 0.8856 -0.9223
8 H 2.9236 -1.3043 0.8266
9 H 1.3587 -2.0125 0.3872
10 H 2.3954 -1.2985 -0.8741
11 C 2.0609 -1.2136 0.1693
12 C -1.9671 -0.8230 -0.2146
13 C 0.1855 0.4405 -0.0613
14 H -2.4604 1.0579 0.7404
15 H 0.4906 2.3136 -0.1123
16 N -0.2396 1.6194 -0.2534
17 H -0.8820 -1.7624 -0.0843

Forces on the atoms, in the same order (eV/Å):
0.058 0.002 -0.020
0.105 0.050 0.212
-0.108 -0.080 0.091
-0.343 -1.819 0.785
-0.291 -0.249 -0.074
0.195 0.172 -0.015
0.034 -0.013 -0.028
-0.080 0.009 0.007
0.078 0.012 -0.006
-0.039 -0.035 0.061
-0.007 0.145 -0.159
-1.646 0.746 -0.462
0.249 0.206 -0.024
-0.024 0.028 0.002
-0.027 -0.135 0.257
0.061 -0.272 -0.347
1.786 1.232 -0.277

- total energy (a.u.) = -397.114902
- Kohn-Sham gap (eV) = 8.5
- HOMO energy (eV) = -7.97
- lowest unoccupied orbital energy (eV) = 0.5

***

2.
Below is 8 unconnected molecules or ions with the total composition H16O8 in a non-equilibrium geometry, with properties calculated with ωB97M-V/def2-TZVPD.

Atoms and positions in Å:
1 H -2.0281 3.0065 0.9825
2 H -2.7570 -0.7808 -0.4881
3 O -1.0959 3.0114 0.7656
4 O 0.0596 -0.2445 -0.5460
5 H 2.4044 -2.3065 0.0283
6 H -0.2584 0.5785 -0.1748
7 H 1.9024 0.4950 1.4007
8 O 1.1504 2.1256 2.1503
9 O -3.1928 -0.0577 -0.0370
10 H 3.0713 0.0824 0.5316
11 H -1.1329 0.0096 -1.9858
12 O -0.2394 -2.9802 -1.4514
13 H 3.1404 -3.5826 0.3770
14 H 1.8449 2.7624 1.9819
15 H 0.8548 -0.4398 -0.0504
16 H 0.4409 2.3830 1.5615
17 H -0.9326 3.8921 0.4280
18 O 2.3644 -3.2568 -0.0789
19 H -4.0996 -0.0970 -0.3410
20 H 0.2768 -3.6494 -1.0019
21 O -1.8280 0.5442 -2.3697
22 H -2.2788 0.9278 -1.6175
23 H 0.0312 -2.1562 -1.0465
24 O 2.3022 -0.2671 0.9816

Forces on the atoms, in the same order (eV/Å):
-0.725 -0.108 0.270
0.283 -0.310 -0.184
0.541 -0.890 -0.118
-0.524 -0.490 -0.465
-0.087 0.492 0.224
-0.240 0.574 0.201
-0.534 1.085 0.770
0.757 -1.106 0.553
-0.150 0.225 0.570
0.267 0.260 -0.197
0.421 -0.119 0.089
-0.381 -0.389 -0.328
0.136 -0.068 0.147
0.321 0.473 -0.088
0.707 0.087 0.364
-1.003 0.451 -0.385
0.275 0.857 -0.352
-0.031 -0.429 -0.203
-0.255 0.019 -0.087
0.269 -0.087 0.110
-0.319 0.112 -0.944
-0.087 0.160 0.292
-0.125 0.454 0.101
0.485 -1.253 -0.341

- total energy (a.u.) = -611.501445
- net charge = -1
- spin multiplicity = 2
- Kohn-Sham gap (alpha / beta) (eV) = 2.5 / 10.4
- HOMO energy (alpha / beta) (eV) = 0.38 / -7.56
- lowest unoccupied orbital energy (alpha / beta) (eV) = 2.9 / 2.9

***

Copy entry 1 word for word.
Below is a molecular structure, C4H9N3O in a non-equilibrium geometry, with properties calculated with ωB97M-V/def2-TZVPD.

Atoms and positions in Å:
1 H -3.8548 -0.0021 0.3240
2 C -2.8662 0.3400 0.0221
3 H 2.6590 1.2544 -0.4774
4 N -0.6501 -0.6820 -0.3500
5 O 2.3714 1.1181 0.4440
6 N 1.4334 0.0691 0.4362
7 H -2.9583 0.8856 -0.9223
8 H 2.9236 -1.3043 0.8266
9 H 1.3587 -2.0125 0.3872
10 H 2.3954 -1.2985 -0.8741
11 C 2.0609 -1.2136 0.1693
12 C -1.9671 -0.8230 -0.2146
13 C 0.1855 0.4405 -0.0613
14 H -2.4604 1.0579 0.7404
15 H 0.4906 2.3136 -0.1123
16 N -0.2396 1.6194 -0.2534
17 H -0.8820 -1.7624 -0.0843

Forces on the atoms, in the same order (eV/Å):
0.058 0.002 -0.020
0.105 0.050 0.212
-0.108 -0.080 0.091
-0.343 -1.819 0.785
-0.291 -0.249 -0.074
0.195 0.172 -0.015
0.034 -0.013 -0.028
-0.080 0.009 0.007
0.078 0.012 -0.006
-0.039 -0.035 0.061
-0.007 0.145 -0.159
-1.646 0.746 -0.462
0.249 0.206 -0.024
-0.024 0.028 0.002
-0.027 -0.135 0.257
0.061 -0.272 -0.347
1.786 1.232 -0.277

- total energy (a.u.) = -397.114902
- Kohn-Sham gap (eV) = 8.5
- HOMO energy (eV) = -7.97
- lowest unoccupied orbital energy (eV) = 0.5

***

Among the records above, which one has the highest total energy?
C4H9N3O